Formula: C16H26IO16PS
Source: OMol25
Level of theory: ωB97M-V with the def2-TZVPD basis set

Geometry as ORCA input:
```
! wB97M-V def2-TZVPD RIJCOSX def2/J DEFGRID3
* xyz 0 1
O -3.361 -4.785 5.543
P -3.053 -5.040 4.129
O -2.348 -6.453 3.744
S -0.858 -7.046 4.170
O -0.734 -6.933 5.602
O 0.062 -5.910 3.512
I 0.735 -4.368 4.608
H -2.212 -4.103 3.525
H -4.167 -5.178 3.295
C -5.411 0.028 -0.005
C -4.501 -1.092 0.419
C -5.145 -2.243 1.163
O -4.058 -2.724 1.970
C -3.221 -1.682 2.193
O -2.318 -1.701 2.967
O -3.547 -0.638 1.406
H -4.827 0.878 -0.354
H -6.053 -0.306 -0.820
H -6.035 0.358 0.826
H -3.925 -1.472 -0.430
H -5.507 -3.045 0.525
H -5.942 -1.903 1.828
C 0.745 0.032 3.066
C 2.203 -0.149 2.752
C 2.700 0.501 1.477
O 3.794 -0.350 1.113
C 3.560 -1.576 1.634
O 4.190 -2.549 1.364
O 2.508 -1.538 2.478
H 0.435 -0.624 3.878
H 0.560 1.064 3.367
H 0.125 -0.200 2.202
H 2.829 0.151 3.597
H 3.054 1.521 1.595
H 1.949 0.458 0.683
C 3.912 -2.135 -2.023
C 2.683 -1.420 -2.505
C 2.385 -1.472 -3.989
O 1.646 -0.259 -4.191
C 2.023 0.619 -3.235
O 1.711 1.768 -3.213
O 2.790 0.010 -2.308
H 4.125 -1.856 -0.994
H 3.748 -3.212 -2.060
H 4.788 -1.890 -2.627
H 1.804 -1.747 -1.939
H 1.782 -2.320 -4.300
H 3.302 -1.425 -4.582
C 1.481 4.936 -2.739
C 0.974 6.116 -3.519
C 1.444 7.486 -3.075
O 0.361 8.328 -3.482
C -0.766 7.571 -3.505
O -1.865 8.002 -3.632
O -0.454 6.265 -3.359
H 0.939 4.034 -3.011
H 2.537 4.769 -2.949
H 1.355 5.104 -1.667
H 1.164 5.987 -4.590
H 2.365 7.822 -3.545
H 1.537 7.541 -1.987
*
```

The gap between HOMO and LUMO is 8.620 eV. The highest occupied orbital energy is -10.0 eV.